Entry from OMol25: an isolated molecule of C19H25N3OS2 (the ωB97M-V functional and the def2-TZVPD basis).

Computed properties:
2S+1: 1
SMILES: CCCCNC(=O)CNC(=S)N(Cc1ccccc1)Cc1cccs1
Kohn-Sham gap, eV: 8.87
Energy above the lowest of the compared OMol25 structures with the same formula, charge and spin, kcal/mol: 2.2

XYZ file:
```
50
Properties=species:S:1:pos:R:3:lowdin_charge:R:1
S -1.740 -1.622 0.312 0.72
S -0.131 2.622 3.919 1.03
O 2.375 -2.183 2.333 0.05
N 0.901 -3.331 1.054 0.05
N -0.974 0.898 0.483 -0.12
N -0.223 -0.520 2.151 0.03
C 0.028 -1.822 2.727 -0.12
C 1.341 2.049 -2.857 -0.08
C 1.557 -2.233 -1.648 -0.28
C -0.924 -0.348 1.009 -0.76
C 0.538 1.462 -1.896 -0.04
C -0.799 1.821 -1.779 -0.21
C -1.539 2.669 4.902 -0.41
C 1.235 -2.471 2.026 -0.50
C 1.875 -3.958 0.188 -0.18
C -1.081 2.252 2.515 -0.53
C -2.403 2.172 2.824 -0.12
C -2.665 2.411 4.193 -0.18
C -1.317 2.778 -2.642 -0.04
C 0.816 3.000 -3.715 -0.09
C -1.683 1.169 -0.749 -0.16
C 1.553 -3.716 -1.285 -0.20
C 1.267 -2.018 -3.128 -0.10
C -0.516 3.361 -3.607 -0.08
C -0.428 2.047 1.182 -0.16
H 2.021 -2.507 -3.741 0.07
H 0.569 -4.135 -1.509 0.11
H -3.169 1.940 2.106 0.12
H 0.659 1.955 1.308 0.12
H -0.870 -2.433 2.620 0.09
H -2.356 3.064 -2.559 0.11
H -3.650 2.392 4.623 0.10
H -2.046 0.208 -1.131 0.06
H 2.379 1.761 -2.936 0.11
H 1.443 3.457 -4.467 0.10
H 1.260 -0.957 -3.369 0.05
H 0.951 0.716 -1.234 0.11
H -2.555 1.802 -0.546 0.13
H 0.428 0.195 2.435 0.11
H -0.932 4.103 -4.273 0.10
H 2.850 -3.537 0.450 0.12
H 0.294 -2.431 -3.385 0.08
H 2.289 -4.245 -1.892 0.11
H 2.527 -1.800 -1.392 0.12
H -0.600 2.918 0.541 0.14
H 1.894 -5.036 0.390 0.12
H -0.071 -3.403 0.779 0.06
H -1.440 2.889 5.946 0.06
H 0.792 -1.724 -1.059 0.06
H 0.264 -1.682 3.783 0.13
```


Entry from OMol25: C2H4BeO4S as an isolated structure at a distorted geometry (the ωB97M-V functional and the def2-TZVPD basis).

Computed properties:
2S+1: 1
Kohn-Sham gap, eV: 9.99
Energy above the lowest of the compared OMol25 structures with the same formula, charge and spin, kcal/mol: 0.0

XYZ file:
```
12
Properties=species:S:1:pos:R:3:lowdin_charge:R:1
S -0.742 2.195 0.490 0.89
O 0.120 -1.607 1.104 -0.19
O -1.213 1.619 1.857 -0.44
O -1.779 1.932 -0.538 -0.43
O 0.461 0.942 0.251 -0.39
C 0.665 -1.442 -0.148 -0.34
C 0.308 -0.108 -0.796 -0.17
Be -0.154 -0.015 1.567 0.55
H 0.906 0.109 -1.692 0.13
H 0.391 -2.250 -0.850 0.13
H -0.759 -0.111 -1.068 0.11
H 1.797 -1.262 -0.177 0.13
```


Entry from OMol25: C12H9ClF3N3O5RuS as an isolated structure (the ωB97M-V functional and the def2-TZVPD basis).

Computed properties:
2S+1: 5
Total charge: +2
Kohn-Sham gap (alpha / beta), eV: 7.51 / 4.85

XYZ file:
```
35
Properties=species:S:1:pos:R:3:lowdin_charge:R:1
Ru 1.051 1.492 -0.787 1.40
Cl 2.861 3.193 -1.268 0.78
S 0.585 1.432 1.797 1.01
F -3.188 2.562 3.950 0.20
F -1.912 0.811 3.854 0.18
F -1.035 2.797 3.880 0.16
O 2.609 -5.199 -0.770 0.11
O 1.368 3.407 -1.566 -0.41
O 2.944 1.727 -1.710 -0.40
O 3.701 4.039 -1.957 -0.11
O 2.945 3.150 0.153 -0.29
N 0.383 -5.611 -0.826 0.21
N 1.071 -0.531 -0.777 -0.15
N -0.982 1.789 -0.195 -0.12
C 0.000 -2.662 -0.671 0.04
C -0.044 -1.287 -0.656 -0.09
C 2.372 -2.521 -0.932 0.06
C -2.111 2.096 1.918 -0.05
C -3.279 2.365 -0.155 0.06
C -3.286 2.375 1.228 0.08
C -2.069 2.075 3.443 -0.62
C 2.266 -1.151 -0.919 -0.06
C 1.464 -4.816 -0.794 -0.48
C -2.092 2.069 -0.846 -0.04
C 1.227 -3.305 -0.807 -0.05
C -0.958 1.800 1.178 -0.62
H -0.557 -5.273 -0.915 0.10
H 3.331 -3.013 -1.031 0.15
H -0.978 -0.756 -0.546 0.11
H -2.058 2.069 -1.929 0.15
H 0.532 -6.609 -0.822 0.14
H -4.189 2.608 1.778 0.15
H -4.173 2.590 -0.721 0.14
H -0.930 -3.202 -0.561 0.13
H 3.132 -0.510 -1.015 0.12
```


Entry from OMol25: C2H4Br2Si as an isolated structure at a distorted geometry (the ωB97M-V functional and the def2-TZVPD basis).

Computed properties:
2S+1: 1
Kohn-Sham gap (alpha / beta), eV: 8.72 / 6.89
Energy above the lowest of the compared OMol25 structures with the same formula, charge and spin, kcal/mol: 80.0

XYZ file:
```
9
Properties=species:S:1:pos:R:3:lowdin_charge:R:1
Br -2.789 -0.276 -1.460 0.54
Br -1.954 -1.261 1.459 0.57
Si 0.227 0.744 0.086 0.51
C -1.697 -0.052 0.090 -1.37
C 1.599 -0.438 -0.088 -0.14
H 1.695 -1.243 -0.724 -0.04
H 0.135 1.252 -1.299 -0.04
H 2.436 -0.314 0.695 0.03
H 0.349 1.588 1.241 -0.05
```


Entry from OMol25: C31H25GePReS4SbSe2 as an isolated structure (the ωB97M-V functional and the def2-TZVPD basis).

Computed properties:
2S+1: 1
Kohn-Sham gap, eV: 6.65
Energy above the lowest of the compared OMol25 structures with the same formula, charge and spin, kcal/mol: 0.0

XYZ file:
```
66
Properties=species:S:1:pos:R:3:lowdin_charge:R:1
Re -2.518 1.161 0.649 0.24
Sb -4.644 0.769 -2.455 0.45
Se -0.416 0.058 1.662 0.46
Se -1.685 3.152 2.073 0.32
Ge -1.007 -1.467 -1.480 0.88
S -3.526 2.643 -0.922 -0.11
S -4.584 2.409 0.786 -0.05
S -6.813 1.061 -2.097 -0.25
S -3.951 -0.566 -0.331 0.34
P 0.167 2.052 2.344 0.24
C 1.806 2.932 4.420 -0.07
C 2.568 1.041 -3.303 -0.08
C -0.981 -4.210 1.712 -0.08
C 1.647 2.108 6.670 -0.07
C 1.395 -1.038 -3.039 -0.12
C -2.244 -0.279 -0.536 -1.05
C -1.369 -3.297 0.742 -0.13
C 0.341 -4.625 1.783 -0.09
C -0.441 -2.786 -0.166 -0.32
C 0.463 -0.425 -2.202 -0.28
C 0.790 2.059 4.035 -0.39
C 0.885 -3.207 -0.081 -0.10
C 2.447 -0.313 -3.581 -0.08
C 1.434 3.947 0.744 -0.10
C 1.520 2.691 1.334 -0.43
C -2.863 -2.176 -5.183 -0.09
C 3.648 3.668 -0.147 -0.08
C 0.591 0.938 -1.939 -0.10
C 1.274 -4.123 0.886 -0.08
C 2.666 1.915 1.169 -0.09
C 0.204 1.211 4.972 -0.10
C -2.090 -1.647 -4.160 -0.14
C -2.694 -3.488 -2.743 -0.10
C 2.506 4.436 0.008 -0.08
C -2.003 -2.293 -2.926 -0.29
C 1.637 1.667 -2.488 -0.08
C -3.469 -4.019 -3.765 -0.08
C 0.635 1.238 6.288 -0.07
C -3.557 -3.361 -4.983 -0.09
C 3.726 2.404 0.427 -0.07
C 2.230 2.956 5.739 -0.07
H 2.262 3.590 3.692 0.11
H -0.134 1.437 -1.304 0.07
H 0.182 0.578 7.015 0.11
H -1.708 -4.594 2.416 0.11
H 1.984 2.123 7.698 0.11
H -4.163 -3.774 -5.779 0.10
H 0.532 4.533 0.863 0.07
H 1.295 -2.089 -3.285 0.11
H 4.480 4.049 -0.724 0.11
H -2.628 -4.012 -1.797 0.10
H 4.612 1.799 0.292 0.11
H 3.384 1.611 -3.730 0.10
H 2.721 0.927 1.612 0.11
H -2.402 -2.966 0.710 0.09
H -2.928 -1.663 -6.134 0.10
H 2.442 5.415 -0.448 0.11
H -1.548 -0.721 -4.326 0.10
H 3.017 3.633 6.040 0.11
H 3.165 -0.802 -4.225 0.10
H -4.005 -4.947 -3.610 0.10
H -0.585 0.534 4.666 0.09
H 0.646 -5.335 2.540 0.10
H 1.625 -2.802 -0.761 0.09
H 2.306 -4.442 0.944 0.10
H 1.721 2.725 -2.280 0.10
```


Entry from OMol25: C14H17Cl2F3I2N2OSSn as an isolated structure at a distorted geometry (the ωB97M-V functional and the def2-TZVPD basis).

Computed properties:
2S+1: 1
Total charge: +2
Kohn-Sham gap (alpha / beta), eV: 4.36 / 4.15
Energy above the lowest of the compared OMol25 structures with the same formula, charge and spin, kcal/mol: 9.0

XYZ file:
```
43
Properties=species:S:1:pos:R:3:lowdin_charge:R:1
I 0.493 -7.542 -2.098 0.20
I 0.425 -4.889 -2.082 0.15
Sn 1.073 -2.606 0.982 1.03
Cl 3.201 -1.536 -0.556 0.61
Cl 3.897 -3.578 1.361 0.59
S 0.920 -0.425 2.235 0.69
F -1.211 -4.988 1.092 0.20
F -1.043 -3.862 2.926 0.20
F -2.110 -3.034 1.246 0.25
O -0.236 -1.651 -0.409 -0.29
N -0.512 0.600 0.067 0.14
N -0.426 1.815 1.977 -0.09
C -0.560 -0.450 -0.735 -0.38
C -1.160 -3.817 1.631 -0.60
C 1.242 2.820 3.531 -0.05
C -1.141 -1.275 -2.996 -0.02
C -1.617 -1.066 -4.277 -0.04
C 4.550 -2.376 0.234 -0.86
C -1.969 1.264 -3.767 -0.04
C -1.075 -0.214 -2.089 -0.14
C -1.109 2.917 1.277 -0.16
C -0.058 2.033 3.378 -0.23
C -1.494 1.060 -2.486 0.00
C -0.116 0.715 1.315 -0.60
C -0.178 3.677 0.332 -0.05
C -2.028 0.204 -4.664 -0.03
H 0.236 3.012 -0.423 0.06
H -1.439 1.880 -1.785 0.10
H -1.948 2.502 0.723 0.12
H -1.663 -1.887 -4.978 0.12
H -1.490 3.596 2.037 0.13
H -2.394 0.366 -5.669 0.12
H -0.813 -2.257 -2.685 0.04
H 1.515 2.876 4.583 0.09
H -2.292 2.250 -4.070 0.12
H 5.141 -2.874 -0.528 0.06
H 5.135 -1.654 0.794 0.06
H -0.737 4.468 -0.165 0.09
H 2.049 2.332 2.985 0.07
H 0.049 1.060 3.862 0.07
H -0.883 2.559 3.857 0.13
H 1.131 3.837 3.158 0.08
H 0.645 4.134 0.880 0.07
```


Entry from OMol25: C37H53N3O2P3PdS as an isolated structure at a distorted geometry (the ωB97M-V functional and the def2-TZVPD basis).

Computed properties:
2S+1: 5
Total charge: +1
Kohn-Sham gap (alpha / beta), eV: 5.03 / 4.17
Energy above the lowest of the compared OMol25 structures with the same formula, charge and spin, kcal/mol: 413.7

XYZ file:
```
100
Properties=species:S:1:pos:R:3:lowdin_charge:R:1
Pd 0.969 1.099 0.473 1.03
S -3.772 -0.370 -4.018 1.02
P -0.727 -0.416 1.672 1.11
P 2.108 -0.458 -1.224 1.06
P 0.433 3.730 1.852 0.61
O 1.169 2.402 1.913 -0.50
O 1.132 2.452 -0.458 -0.48
N -0.459 0.675 -0.928 -0.15
N -6.577 -2.866 -1.406 0.08
N 2.257 0.089 1.659 -0.13
C -1.394 -0.834 -2.673 -0.06
C 4.807 0.445 -0.976 -0.08
C 1.446 0.969 -2.214 -0.44
C -0.364 1.169 3.976 -0.13
C -5.586 -3.432 -2.111 -0.13
C 4.533 0.863 1.754 -0.01
C 3.452 0.329 1.038 -0.35
C 2.610 -3.416 2.855 -0.08
C 0.760 4.762 3.268 -0.15
C 3.585 0.151 -0.363 -0.27
C 1.957 -1.187 2.079 -0.31
C 5.875 0.950 -0.240 -0.08
C 0.869 4.726 0.430 -0.18
C 0.229 0.595 -3.072 0.00
C -1.825 -2.409 -0.016 -0.09
C 0.284 -2.888 2.619 -0.12
C 2.937 -2.134 2.432 -0.02
C -0.386 -0.459 -1.696 -0.31
C -1.822 -0.816 4.298 -0.10
C -4.861 -1.344 -2.993 -0.52
C -1.342 3.547 1.786 -0.14
C 1.281 -3.796 2.952 -0.10
C -4.710 -2.722 -2.916 -0.09
C -2.579 1.179 -2.069 -0.03
C 2.685 -1.843 -2.284 -0.50
C 0.592 -1.593 2.177 -0.29
C -1.366 0.242 3.295 -0.53
C 3.239 -1.515 -3.667 -0.10
C -5.886 -0.735 -2.280 -0.08
C -1.552 1.465 -1.134 -0.05
C 1.576 -2.896 -2.427 -0.11
C 2.424 1.769 -3.070 -0.06
C -6.708 -1.535 -1.505 -0.13
C -2.502 0.019 -2.834 -0.48
C 5.735 1.165 1.126 -0.06
C -3.341 -0.584 0.709 -0.09
C -2.168 -1.472 1.126 -0.50
H 3.403 -4.112 3.102 0.11
H -2.706 -2.987 -0.313 0.09
H 6.808 1.187 -0.736 0.11
H 0.709 -2.509 -2.968 0.06
H -2.575 -1.489 3.881 0.06
H -0.199 1.482 -3.545 0.17
H -1.831 4.524 1.748 0.08
H -3.933 -3.241 -3.465 0.11
H 0.451 4.260 4.188 0.06
H -0.595 0.141 -2.454 -0.09
H 3.490 -2.337 -1.728 0.12
H -2.508 -2.098 1.954 0.09
H -0.045 1.962 3.324 -0.02
H -7.521 -1.107 -0.927 0.11
H 0.217 5.707 3.194 0.07
H 2.880 1.176 -3.864 0.07
H -5.508 -4.510 -2.015 0.11
H 0.506 -1.086 -1.525 0.02
H 3.986 -1.863 2.362 0.11
H 1.907 2.605 -3.554 0.09
H -0.748 -3.208 2.699 0.10
H -1.705 3.018 2.668 0.05
H -1.050 -3.129 0.262 0.08
H 3.617 -2.423 -4.147 0.09
H 0.527 0.630 4.312 0.10
H -1.590 2.355 -0.534 0.09
H -1.278 -1.743 -3.248 0.15
H 1.233 -3.250 -1.449 0.08
H 6.554 1.571 1.707 0.11
H 1.020 -4.795 3.278 0.10
H -2.275 -0.336 5.170 0.09
H -4.190 -1.195 0.388 0.08
H 0.318 5.671 0.437 0.07
H 1.943 -3.769 -2.973 0.09
H -1.637 2.987 0.908 0.01
H 0.636 4.205 -0.492 0.03
H 1.827 4.985 3.340 0.07
H -0.817 1.633 4.859 0.09
H 1.938 4.952 0.436 0.08
H -3.410 1.864 -2.176 0.13
H -1.486 -1.892 -0.872 0.01
H -0.989 -1.421 4.664 0.08
H 2.476 -1.101 -4.331 0.07
H 4.416 1.036 2.818 0.12
H -3.689 0.044 1.535 0.08
H 3.222 2.209 -2.469 0.08
H 1.070 1.684 -1.439 -0.07
H -3.081 0.066 -0.110 0.03
H 0.481 -0.110 -3.869 0.14
H -6.049 0.335 -2.321 0.11
H 4.073 -0.814 -3.631 0.06
H -2.240 0.855 3.045 0.09
H 4.934 0.312 -2.041 0.09
```


Entry from OMol25: an isolated molecule of C5H8N2O at a distorted geometry (the ωB97M-V functional and the def2-TZVPD basis).

Computed properties:
2S+1: 1
SMILES: C=NN1C[C@H]1C(C)=O
Kohn-Sham gap, eV: 10.12
Energy above the lowest of the compared OMol25 structures with the same formula, charge and spin, kcal/mol: 86.4

XYZ file:
```
16
Properties=species:S:1:pos:R:3:lowdin_charge:R:1
O 1.857 0.322 2.251 0.08
N -0.314 1.212 -0.471 -0.11
N 0.159 0.603 -1.583 -0.01
C 0.188 1.077 0.822 -0.20
C -0.693 0.168 -2.377 -0.06
C -1.222 0.577 0.492 -0.06
C 1.122 -0.014 1.353 -0.40
C 1.094 -1.380 0.743 0.00
H 0.112 -1.602 0.408 0.04
H 1.497 -2.166 1.300 0.07
H -1.368 -0.492 0.392 0.08
H -2.164 0.975 0.968 0.12
H -0.504 -0.336 -3.298 0.05
H 1.679 -1.292 -0.191 0.10
H -1.812 0.289 -2.239 0.10
H 0.370 2.058 1.428 0.18
```